[1]
Entry from the OMol25 dataset: C20H30BIN7OsS as an isolated structure (ωB97M-V/def2-TZVPD).

Structure (XYZ):
```
61
C20H30BIN7OsS, DFT ωB97M-V/def2-TZVPD
Os -0.3802 -0.4486 0.1433
C 3.2328 -3.2295 -0.2884
C 3.4371 -1.7029 -0.3193
C 4.9319 -1.3808 -0.4143
C 2.7042 -1.0299 -1.4465
C 3.1275 -0.8656 -2.7747
C 2.1728 -0.0693 -3.3694
N 1.2378 0.2247 -2.4528
N 1.5585 -0.3630 -1.2794
B 0.0675 1.2080 -2.5625
N 0.0971 2.1393 -1.3291
C 0.2660 3.4624 -1.3056
C 0.1204 3.9029 -0.0044
C -0.1732 2.7664 0.7481
N -0.1491 1.6963 -0.0709
C -0.4338 2.7293 2.2252
C 0.8671 2.4081 2.9792
C -1.6051 1.8252 2.6208
N -1.2862 0.4504 -2.4982
C -2.2392 0.3826 -3.4271
C -3.3231 -0.3116 -2.9132
C -2.9593 -0.6570 -1.6159
N -1.7212 -0.1827 -1.3792
C -3.7577 -1.4028 -0.5919
C -4.9956 -0.5929 -0.1860
C -4.1632 -2.7777 -1.1333
H 4.0680 -3.7027 0.2275
H 2.3283 -3.5130 0.2504
H 3.1825 -3.6380 -1.2988
H 3.0507 -1.2785 0.6099
H 5.3753 -1.8762 -1.2795
H 5.1028 -0.3076 -0.4984
H 5.4464 -1.7431 0.4754
H 4.0242 -1.2509 -3.2285
H 2.1192 0.3272 -4.3701
H 0.1360 1.8386 -3.5681
H 0.4735 4.0162 -2.2061
H 0.1777 4.9152 0.3567
H -0.7240 3.7445 2.5020
H 1.3416 1.5075 2.5925
H 1.5767 3.2290 2.8760
H 0.6642 2.2697 4.0417
H -1.4685 0.7901 2.3018
H -1.7164 1.8159 3.7045
H -2.5353 2.1924 2.1844
H -2.0986 0.8319 -4.3963
H -4.2490 -0.5256 -3.4179
H -3.1349 -1.5378 0.2988
H -5.5833 -0.3269 -1.0653
H -5.6240 -1.1870 0.4769
H -4.7205 0.3244 0.3359
H -4.8182 -2.6617 -1.9978
H -3.2961 -3.3646 -1.4398
H -4.6999 -3.3389 -0.3693
S 2.0067 -1.3821 4.0141
C 1.2695 -1.0417 2.6769
N 0.7131 -0.7675 1.6496
I -1.1967 -3.6308 1.2942
C -0.3881 -2.5093 -0.3488
H -1.0189 -2.7224 -1.2075
H 0.6055 -2.8964 -0.5342
```

- 2S+1 = 5
- <S²> = 6.044
- total energy (eV) = -53732.307
- total charge = +1
- HOMO energy (alpha / beta) (hartree) = -0.436 / -0.442
- F_max (eV/A) = 0.94
- frontier orbital gap (alpha / beta) (eV) = 9.7 / 6.4
- LUMO level (alpha / beta) (eV) = -2.19 / -5.60

And the natural (NBO) charges, in e, turn out to be: number 1, Os, carries 1.537; number 2, C, carries -0.600; number 3, C, carries -0.264; number 4, C, carries -0.591; number 5, C, carries 0.208; number 6, C, carries -0.338; number 7, C, carries 0.026; number 8, N, carries -0.336; number 9, N, carries -0.357; number 10, B, carries 0.521; number 11, N, carries -0.302; number 12, C, carries 0.051; number 13, C, carries -0.327; number 14, C, carries 0.231; number 15, N, carries -0.390; number 16, C, carries -0.265; number 17, C, carries -0.592; number 18, C, carries -0.586; number 19, N, carries -0.299; number 20, C, carries 0.061; number 21, C, carries -0.334; number 22, C, carries 0.238; number 23, N, carries -0.397; number 24, C, carries -0.260; number 25, C, carries -0.593; number 26, C, carries -0.596; number 27, H, carries 0.227; number 28, H, carries 0.203; number 29, H, carries 0.217; number 30, H, carries 0.212; number 31, H, carries 0.209; number 32, H, carries 0.218; number 33, H, carries 0.221; number 34, H, carries 0.246; number 35, H, carries 0.235; number 36, H, carries -0.006; number 37, H, carries 0.241; number 38, H, carries 0.249; number 39, H, carries 0.229; number 40, H, carries 0.200; number 41, H, carries 0.224; number 42, H, carries 0.222; number 43, H, carries 0.178; number 44, H, carries 0.233; number 45, H, carries 0.222; number 46, H, carries 0.243; number 47, H, carries 0.253; number 48, H, carries 0.211; number 49, H, carries 0.214; number 50, H, carries 0.225; number 51, H, carries 0.214; number 52, H, carries 0.215; number 53, H, carries 0.211; number 54, H, carries 0.228; number 55, S, carries 0.208; number 56, C, carries 0.181; number 57, N, carries -0.652; number 58, I, carries 0.177; number 59, C, carries -0.806; number 60, H, carries 0.223; number 61, H, carries 0.232

[2]
Entry from the OMol25 dataset: BaClH12O10 as an isolated structure in a non-equilibrium geometry (ωB97M-V/def2-TZVPD).

Structure (XYZ):
```
24
BaClH12O10, DFT ωB97M-V/def2-TZVPD
Ba 0.0118 -0.6865 0.0879
Cl -0.3183 3.1411 -1.2464
O -0.1300 4.5097 -0.6729
O -1.8205 2.9484 -1.4710
O 0.4601 3.0871 -2.5222
O 0.1441 2.0729 -0.3199
O 1.6294 1.0414 1.6756
H 1.8296 1.9854 1.6658
H 1.9092 0.6743 2.5060
O -1.8018 -2.1730 -1.3720
H -1.9077 -3.0837 -1.0763
H -2.7669 -1.9260 -1.4927
O 0.3798 -3.3968 0.1808
H -0.4456 -3.9166 0.0123
H 0.9780 -3.8629 0.7252
O -0.7172 0.4464 -2.4473
H -1.6368 0.5025 -2.6837
H -0.2135 1.2067 -2.7864
O -1.4374 0.5740 2.3607
H -1.1507 1.2541 2.9297
H -1.9619 -0.1228 2.8799
O 2.6030 -1.5198 0.9977
H 3.0077 -0.9920 1.6852
H 3.3556 -1.7640 0.3840
```

- total energy (eV) = -33875.093
- total charge = +1
- HOMO energy (hartree) = -0.442
- F_max (eV/A) = 4.45
- frontier orbital gap (eV) = 7.9
- LUMO level (eV) = -4.07

And the Löwdin charges, in e, turn out to be: number 1, Ba, carries 2.125; number 2, Cl, carries 0.779; number 3, O, carries -0.333; number 4, O, carries -0.371; number 5, O, carries -0.353; number 6, O, carries -0.571; number 7, O, carries -0.156; number 8, H, carries 0.082; number 9, H, carries 0.042; number 10, O, carries -0.189; number 11, H, carries 0.039; number 12, H, carries 0.115; number 13, O, carries -0.177; number 14, H, carries 0.076; number 15, H, carries 0.039; number 16, O, carries -0.181; number 17, H, carries 0.046; number 18, H, carries 0.018; number 19, O, carries -0.139; number 20, H, carries 0.027; number 21, H, carries 0.102; number 22, O, carries -0.167; number 23, H, carries 0.037; number 24, H, carries 0.110

[3]
Entry from the OMol25 dataset: one molecule with the formula C5H12O2 (ωB97M-V/def2-TZVPD).

Structure (XYZ):
```
19
C5H12O2, DFT ωB97M-V/def2-TZVPD
C -0.0402 -0.5938 2.6323
C 0.5514 -0.7362 1.2295
C -0.3029 -0.0251 0.1753
O -0.4388 1.3516 0.4726
C 0.2543 -0.1104 -1.2588
C -0.7941 0.3092 -2.2804
O 1.3763 0.7880 -1.2977
H -0.2026 0.4621 2.8683
H -1.0078 -1.1055 2.7115
H 0.6227 -1.0194 3.3936
H 1.5645 -0.3128 1.2051
H 0.6439 -1.7991 0.9651
H -1.3101 -0.4648 0.1830
H 0.3876 1.7171 0.1067
H 0.6204 -1.1246 -1.4699
H -1.2474 1.2538 -1.9580
H -0.3401 0.4402 -3.2707
H -1.5901 -0.4367 -2.3771
H 1.2529 1.4066 -2.0303
```

- total energy (eV) = -9474.535
- structure (SMILES) = CC[C@@H](O)[C@@H](C)O
- HOMO energy (hartree) = -0.369
- F_max (eV/A) = 0.41
- frontier orbital gap (eV) = 10.9
- LUMO level (eV) = 0.86

And the natural (NBO) charges, in e, turn out to be: number 1, C, carries -0.609; number 2, C, carries -0.420; number 3, C, carries 0.079; number 4, O, carries -0.729; number 5, C, carries 0.078; number 6, C, carries -0.647; number 7, O, carries -0.739; number 8, H, carries 0.222; number 9, H, carries 0.198; number 10, H, carries 0.208; number 11, H, carries 0.207; number 12, H, carries 0.198; number 13, H, carries 0.171; number 14, H, carries 0.476; number 15, H, carries 0.172; number 16, H, carries 0.226; number 17, H, carries 0.207; number 18, H, carries 0.224; number 19, H, carries 0.477

[4]
Entry from the OMol25 dataset: C5H12Cl2N as an isolated structure in a non-equilibrium geometry (ωB97M-V/def2-TZVPD).

Structure (XYZ):
```
20
C5H12Cl2N, DFT ωB97M-V/def2-TZVPD
C -3.7361 1.1904 1.2474
C 1.9000 -0.2757 -1.7984
C 2.7700 -0.7914 0.4402
C 0.3721 -0.0322 0.1429
C -3.0058 0.5633 0.1728
N 1.5591 -0.8309 -0.4911
Cl -1.6640 0.9474 -0.6362
Cl -3.8592 -0.8416 -0.5704
H -2.8578 1.7804 1.6288
H -4.4845 1.9441 0.9298
H -4.1354 0.6730 2.1679
H 2.5117 -1.0229 -2.4179
H 0.8616 -0.0154 -2.2153
H 2.6155 0.5797 -1.5510
H 3.7277 -1.0256 -0.0660
H 2.8073 0.2348 0.9988
H 2.5178 -1.5440 1.2100
H 0.1070 -0.7016 0.9744
H 0.8063 0.9145 0.4326
H 1.1866 -1.7461 -0.5991
```

- total energy (eV) = -31902.730
- total charge = +1
- HOMO energy (alpha / beta) (hartree) = -0.420 / -0.470
- F_max (eV/A) = 4.73
- frontier orbital gap (alpha / beta) (eV) = 6.7 / 8.9
- LUMO level (alpha / beta) (eV) = -4.73 / -3.84

And the natural (NBO) charges, in e, turn out to be: number 1, C, carries -0.715; number 2, C, carries -0.432; number 3, C, carries -0.435; number 4, C, carries -0.358; number 5, C, carries -0.063; number 6, N, carries -0.387; number 7, Cl, carries 0.355; number 8, Cl, carries 0.007; number 9, H, carries 0.239; number 10, H, carries 0.272; number 11, H, carries 0.278; number 12, H, carries 0.244; number 13, H, carries 0.242; number 14, H, carries 0.232; number 15, H, carries 0.245; number 16, H, carries 0.245; number 17, H, carries 0.234; number 18, H, carries 0.191; number 19, H, carries 0.182; number 20, H, carries 0.424